[1]
Entry from OMol25: a molecular structure, C24H17Cl5FeNO3SSi at a distorted geometry (ωB97M-V/def2-TZVPD).

Properties
ΔE to the lowest compared entry with this formula, charge and spin	1.644	eV
expectation value of S²	8.76
spin multiplicity	6
LUMO level (alpha / beta)	-0.031 / -0.138	Eh
HOMO-LUMO gap (alpha / beta)	6.7 / 3.8	eV
HOMO energy (alpha / beta)	-7.6 / -7.6	eV

Each line ends with the Mulliken spin population.
CARTESIAN COORDINATES (ANGSTROEM)
Fe1 0.015 -0.071 0.393  4.266
Cl1 -2.861 2.577 0.040  0.004
C1 -1.306 2.769 -0.698  -0.045
C2 -0.374 1.767 -0.524  0.292
C3 0.868 1.985 -1.093  -0.156
Cl2 2.013 0.675 -0.807  0.055
C4 1.233 3.115 -1.800  -0.031
Cl3 2.822 3.304 -2.411  0.002
C5 0.256 4.097 -1.977  0.015
Cl4 0.636 5.518 -2.850  0.003
C6 -1.022 3.922 -1.431  -0.015
Cl5 -2.215 5.130 -1.654  0.002
C7 1.333 -3.867 -3.720  0.028
C8 1.128 -2.493 -3.698  -0.011
C9 0.370 -1.923 -2.690  0.033
C10 -0.201 -2.717 -1.688  -0.004
C11 0.034 -4.096 -1.709  0.050
C12 0.787 -4.667 -2.724  -0.005
Si1 -1.313 -2.006 -0.359  0.242
C13 -2.935 -1.428 -1.082  0.037
C14 -3.030 -0.323 -1.934  0.028
C15 -4.240 0.019 -2.513  -0.008
C16 -5.377 -0.733 -2.244  0.017
C17 -5.302 -1.821 -1.385  -0.002
C18 -4.091 -2.161 -0.801  0.035
H1 1.916 -4.315 -4.513  0.001
H2 1.557 -1.870 -4.473  0.000
H3 0.206 -0.850 -2.688  0.022
H4 -0.385 -4.724 -0.933  0.000
H5 0.940 -5.738 -2.744  0.000
H6 -1.660 -3.153 0.515  0.022
H7 -2.148 0.273 -2.145  0.009
H8 -4.300 0.871 -3.179  0.000
H9 -6.320 -0.473 -2.705  0.001
H10 -6.186 -2.409 -1.176  0.000
H11 -4.039 -3.011 -0.129  -0.002
N1 -0.152 0.265 2.577  0.105
C19 1.123 0.645 3.166  -0.033
C20 1.541 0.088 4.364  0.014
C21 2.760 0.467 4.901  -0.001
C22 3.551 1.391 4.227  0.014
C23 3.142 1.935 3.021  -0.006
C24 1.914 1.564 2.494  0.005
S1 5.128 1.876 4.978  -0.001
O1 5.550 3.018 4.190  0.000
O2 4.750 2.164 6.349  0.001
O3 5.922 0.672 4.802  0.002
H12 -0.631 -0.426 3.143  0.000
H13 -0.763 1.078 2.500  0.004
H14 0.913 -0.632 4.883  0.000
H15 3.106 0.075 5.848  0.000
H16 3.784 2.648 2.519  -0.001
H17 1.552 2.002 1.568  0.013

[2]
Entry from OMol25: a molecular structure, C24H17ClF5N7O4ReSSe (ωB97M-V/def2-TZVPD).

Properties
ΔE to the lowest compared entry with this formula, charge and spin	0.000	eV
expectation value of S²	3.77
spin multiplicity	4
charge	+2
LUMO level (alpha / beta)	-0.262 / -0.279	Eh
HOMO-LUMO gap (alpha / beta)	6.8 / 6.4	eV
HOMO energy (alpha / beta)	-13.9 / -14.0	eV

Each line ends with the Mulliken spin population.
CARTESIAN COORDINATES (ANGSTROEM)
Re1 0.163 0.179 -1.584  2.514
N1 0.331 0.079 -4.643  0.037
N2 0.288 1.408 -5.072  -0.008
C1 0.111 2.385 -4.184  0.013
N3 0.091 3.645 -4.564  0.002
N4 -0.029 1.966 -2.896  0.033
N5 -0.102 2.823 -1.883  0.012
O1 -0.196 4.008 -1.916  0.039
O2 -0.049 2.145 -0.792  0.001
H1 1.206 -0.346 -4.933  -0.001
H2 -0.448 -0.434 -5.044  -0.001
H3 0.417 1.634 -6.050  0.001
H4 0.235 3.904 -5.529  0.000
H5 -0.040 4.380 -3.883  0.000
F1 3.477 4.532 2.540  0.000
C2 3.298 3.618 1.609  0.000
C3 3.225 3.991 0.273  0.001
F2 3.327 5.264 -0.069  0.000
C4 3.020 3.019 -0.691  -0.030
F3 2.875 3.411 -1.966  -0.003
C5 2.901 1.678 -0.362  0.142
Se1 2.602 0.374 -1.728  0.144
C6 2.976 1.329 0.977  -0.030
F4 2.852 0.053 1.355  0.002
C7 3.166 2.283 1.963  0.000
F5 3.212 1.925 3.239  0.000
S1 0.204 -2.322 4.495  0.020
C8 0.121 -1.664 2.890  0.022
C9 -0.477 -0.433 2.585  -0.020
C10 -0.475 0.016 1.294  0.033
N6 0.098 -0.680 0.285  0.000
C11 0.642 -1.886 0.561  0.020
C12 0.658 -2.403 1.828  -0.007
C13 0.045 -0.840 5.471  0.001
C14 -1.120 -0.591 6.179  0.001
C15 -1.173 0.566 6.948  0.000
N7 -0.175 1.438 7.037  0.000
C16 0.936 1.173 6.356  0.000
C17 1.105 0.051 5.560  0.001
H6 -0.938 0.168 3.355  -0.001
H7 -0.937 0.960 1.038  0.005
H8 1.099 -2.408 -0.267  0.012
H9 1.123 -3.363 2.002  0.001
H10 -1.958 -1.272 6.144  -0.001
H11 -2.065 0.799 7.515  0.000
H12 1.740 1.892 6.458  0.000
H13 2.033 -0.123 5.034  0.000
Cl1 -4.920 -6.259 -3.273  0.003
C18 -3.911 -4.908 -2.976  0.014
C19 -4.487 -3.701 -2.583  -0.004
C20 -3.674 -2.617 -2.336  0.009
C21 -2.287 -2.742 -2.483  -0.009
C22 -1.719 -3.958 -2.886  0.011
C23 -2.531 -5.043 -3.133  -0.005
C24 -1.443 -1.614 -2.199  0.039
O3 -0.138 -1.676 -2.303  -0.005
O4 -1.859 -0.469 -1.815  -0.011
H14 -5.560 -3.630 -2.475  0.000
H15 -4.101 -1.672 -2.030  0.000
H16 -0.648 -4.046 -3.002  0.001
H17 -2.118 -5.992 -3.442  0.000

[3]
Entry from OMol25: a single C24H17F2N3O4 molecule at a distorted geometry (ωB97M-V/def2-TZVPD).

Properties
ΔE to the lowest compared entry with this formula, charge and spin	0.000	eV
LUMO level	-0.002	Eh
HOMO-LUMO gap	8.4	eV
structure (SMILES)	Cc1ccc(F)c(NC(=O)c2ccc(F)c(Oc3ccnc(-c4cc(C(=O)O)c[nH]4)c3)c2)c1
HOMO energy	-8.4	eV

Each line ends with the Löwdin charge.
CARTESIAN COORDINATES (ANGSTROEM)
C1 7.513 -4.238 -2.339  -0.055
C2 6.654 -3.609 -1.279  -0.280
C3 7.209 -3.150 -0.078  -0.042
C4 6.380 -2.554 0.873  -0.017
C5 5.031 -2.399 0.657  -0.200
F1 4.242 -1.861 1.655  0.042
C6 4.509 -2.780 -0.581  -0.149
N1 3.161 -2.510 -0.726  0.140
C7 2.292 -2.627 -1.785  -0.388
O1 2.663 -3.198 -2.812  0.062
C8 0.973 -1.981 -1.721  -0.121
C9 0.061 -2.208 -2.749  -0.004
C10 -1.223 -1.724 -2.639  0.011
C11 -1.641 -1.034 -1.521  -0.190
F2 -2.925 -0.618 -1.521  0.098
C12 -0.739 -0.729 -0.504  -0.218
O2 -1.115 -0.071 0.619  0.054
C13 -1.706 1.165 0.428  -0.212
C14 -1.250 2.132 -0.516  0.006
C15 -1.900 3.336 -0.658  -0.114
N2 -2.982 3.614 0.080  0.115
C16 -3.448 2.731 0.971  -0.206
C17 -4.576 3.177 1.807  -0.213
C18 -5.395 4.258 1.617  0.038
C19 -6.375 4.317 2.694  -0.132
C20 -7.400 5.356 2.999  -0.455
O3 -8.113 5.197 3.970  0.083
O4 -7.468 6.459 2.195  0.123
C21 -6.161 3.207 3.458  -0.019
N3 -5.057 2.523 2.918  0.075
C22 -2.873 1.460 1.154  0.071
C23 0.551 -1.240 -0.589  0.084
C24 5.324 -3.370 -1.563  0.037
H1 7.429 -3.726 -3.306  0.085
H2 7.238 -5.301 -2.503  0.092
H3 8.570 -4.224 -2.084  0.069
H4 8.257 -3.346 0.152  0.113
H5 6.768 -2.197 1.850  0.131
H6 2.740 -2.133 0.120  0.118
H7 0.413 -2.776 -3.638  0.139
H8 -1.981 -1.899 -3.427  0.139
H9 -0.334 1.909 -1.049  0.118
H10 -1.455 4.071 -1.324  0.114
H11 -5.250 4.967 0.828  0.110
H12 -8.107 7.005 2.603  0.091
H13 -6.716 2.944 4.365  0.136
H14 -4.650 1.668 3.354  0.167
H15 -3.265 0.709 1.820  0.115
H16 1.216 -1.085 0.262  0.129
H17 4.910 -3.613 -2.533  0.115

[4]
Entry from OMol25: a molecular structure, C24H18Cl5F6N3O4S4V (ωB97M-V/def2-TZVPD).

Properties
ΔE to the lowest compared entry with this formula, charge and spin	0.000	eV
expectation value of S²	2.03
spin multiplicity	3
charge	-1
LUMO level (alpha / beta)	0.079 / 0.086	Eh
HOMO-LUMO gap (alpha / beta)	7.6 / 7.7	eV
HOMO energy (alpha / beta)	-5.4 / -5.4	eV

Each line ends with the Mulliken spin population.
CARTESIAN COORDINATES (ANGSTROEM)
V1 0.523 0.454 0.115  2.129
C1 -3.767 -1.484 0.835  -0.002
N1 -2.440 -1.931 0.434  0.006
C2 -2.452 -2.784 -0.747  -0.004
C3 -2.649 -2.002 -2.044  0.004
N2 -1.633 -1.010 -2.325  0.002
C4 -1.868 0.335 -2.034  -0.010
C5 -0.411 -1.384 -2.965  -0.007
C6 -0.388 -1.418 -4.356  0.005
C7 0.773 -1.718 -5.045  -0.007
C8 1.936 -1.984 -4.336  0.004
C9 1.926 -1.957 -2.953  0.003
C10 0.760 -1.661 -2.244  0.025
S1 0.821 -1.712 -0.470  -0.102
C11 -1.708 -2.480 1.539  0.017
C12 -1.727 -3.851 1.784  -0.002
C13 -0.998 -4.411 2.823  -0.002
C14 -0.243 -3.588 3.643  0.000
C15 -0.230 -2.220 3.417  0.008
C16 -0.952 -1.642 2.374  -0.002
S2 -0.888 0.114 2.167  -0.024
H1 -3.677 -0.824 1.697  0.001
H2 -4.427 -2.327 1.096  0.000
H3 -4.240 -0.921 0.026  -0.001
H4 -3.239 -3.557 -0.696  0.000
H5 -1.490 -3.292 -0.801  -0.001
H6 -3.618 -1.494 -2.035  0.000
H7 -2.683 -2.723 -2.867  0.000
H8 -1.370 0.987 -2.745  -0.005
H9 -1.853 0.260 -0.016  0.001
H10 -2.938 0.545 -2.039  0.000
H11 -1.293 -1.160 -4.892  0.000
H12 0.776 -1.713 -6.127  0.000
H13 2.858 -2.200 -4.862  0.000
H14 2.832 -2.151 -2.394  0.001
H15 -2.314 -4.495 1.142  0.000
H16 -1.020 -5.482 2.983  0.000
H17 0.345 -4.007 4.451  0.000
H18 0.369 -1.569 4.042  0.000
Cl1 0.468 3.029 1.002  -0.002
C17 1.907 2.346 1.739  -0.057
C18 2.130 1.021 1.431  -0.012
C19 3.236 0.443 2.040  0.016
Cl2 3.582 -1.231 1.757  0.000
C20 4.072 1.170 2.891  -0.014
Cl3 5.439 0.419 3.628  -0.001
C21 3.805 2.515 3.151  0.017
Cl4 4.837 3.423 4.193  0.002
C22 2.697 3.122 2.570  -0.021
Cl5 2.326 4.776 2.872  -0.001
F1 2.960 3.714 -3.450  0.000
C23 2.256 3.664 -2.326  -0.002
F2 1.694 4.863 -2.126  0.000
F3 3.080 3.415 -1.312  0.000
S3 0.865 2.369 -2.408  0.012
O1 -1.385 0.773 -0.713  -0.001
O2 1.497 1.301 -1.546  0.026
N3 1.011 1.857 -3.919  -0.001
S4 -0.028 2.427 -4.970  0.001
O3 -1.100 1.524 -5.293  0.000
O4 -0.353 3.816 -4.762  0.000
C24 1.046 2.379 -6.466  0.000
F4 1.459 1.137 -6.725  0.000
F5 2.114 3.164 -6.331  0.000
F6 0.332 2.814 -7.512  0.000

[5]
Entry from OMol25: a molecular structure, C24H18Cl5N4SbSe4Tl (ωB97M-V/def2-TZVPD).

Properties
charge	-1
LUMO level	0.054	Eh
HOMO-LUMO gap	5.8	eV
HOMO energy	-4.3	eV

Each line ends with the Löwdin charge.
CARTESIAN COORDINATES (ANGSTROEM)
Tl1 0.333 -0.746 1.367  0.677
C1 -0.124 1.876 -1.491  -0.154
N1 0.967 0.963 -1.173  -0.135
C2 2.162 1.705 -0.758  -0.162
C3 2.001 2.514 0.500  -0.269
C4 2.235 3.884 0.515  -0.024
C5 2.159 4.566 1.720  -0.073
C6 1.855 3.859 2.871  -0.064
C7 1.635 2.492 2.759  -0.131
N2 1.706 1.839 1.609  0.065
C8 1.317 0.086 -2.298  -0.148
C9 1.266 -1.415 -2.093  -0.336
C10 1.625 -2.224 -3.169  -0.035
C11 1.613 -3.596 -3.012  -0.060
C12 1.246 -4.129 -1.785  -0.052
C13 0.905 -3.251 -0.776  -0.167
N3 0.909 -1.928 -0.930  -0.003
C14 -1.223 2.062 -0.465  -0.275
C15 -2.298 2.884 -0.813  -0.032
C16 -3.325 3.065 0.088  -0.068
C17 -3.262 2.421 1.318  -0.058
C18 -2.166 1.622 1.573  -0.140
N4 -1.165 1.455 0.706  0.049
H1 -0.622 1.544 -2.404  0.094
H2 0.276 2.879 -1.714  0.130
H3 2.479 2.380 -1.571  0.125
H4 2.967 0.984 -0.583  0.039
H5 2.474 4.402 -0.405  0.107
H6 2.339 5.633 1.760  0.101
H7 1.793 4.344 3.835  0.099
H8 1.406 1.891 3.633  0.106
H9 2.340 0.309 -2.625  0.121
H10 0.679 0.311 -3.158  0.117
H11 1.918 -1.774 -4.110  0.115
H12 1.896 -4.244 -3.833  0.105
H13 1.239 -5.195 -1.605  0.106
H14 0.626 -3.617 0.207  0.094
H15 -2.323 3.355 -1.788  0.114
H16 -4.173 3.690 -0.164  0.103
H17 -4.049 2.519 2.053  0.102
H18 -2.084 1.066 2.502  0.098
Se1 5.630 -1.363 1.435  -0.173
Sb1 3.888 -2.656 2.631  -0.045
Se2 4.378 -1.383 -0.517  -0.162
Se3 2.674 -1.574 4.316  -0.137
Se4 3.407 -4.834 1.919  -0.107
Cl1 -2.271 -2.087 3.308  0.564
C19 -2.863 -2.286 1.648  -0.708
C20 -2.211 -1.618 0.636  -0.274
C21 -2.761 -1.790 -0.611  -0.666
Cl2 -2.085 -0.874 -1.981  0.671
C22 -3.852 -2.610 -0.889  -0.715
Cl3 -4.465 -2.818 -2.496  0.630
C23 -4.462 -3.279 0.171  -0.715
Cl4 -5.825 -4.303 -0.117  0.636
C24 -3.975 -3.105 1.465  -0.715
Cl5 -4.760 -3.900 2.788  0.634

[6]
Entry from OMol25: a molecular structure, C24H18CrF4N4OS at a distorted geometry (ωB97M-V/def2-TZVPD).

Properties
ΔE to the lowest compared entry with this formula, charge and spin	2.251	eV
expectation value of S²	0.76
spin multiplicity	2
charge	+1
LUMO level (alpha / beta)	-0.145 / -0.144	Eh
HOMO-LUMO gap (alpha / beta)	6.0 / 6.1	eV
HOMO energy (alpha / beta)	-10.0 / -10.0	eV

Each line ends with the Mulliken spin population.
CARTESIAN COORDINATES (ANGSTROEM)
Cr1 0.331 0.551 0.023  1.057
C1 2.731 2.297 1.762  0.002
C2 2.640 0.827 2.046  0.007
C3 3.549 0.179 2.795  -0.006
C4 3.426 -1.244 3.009  0.002
C5 2.421 -1.964 2.496  0.000
C6 1.395 -1.282 1.662  -0.006
N1 1.553 0.167 1.503  -0.017
C7 -0.078 -1.440 2.038  -0.005
C8 -0.693 -2.180 3.022  0.000
C9 -2.066 -2.028 3.176  0.002
C10 -2.765 -1.117 2.394  0.000
C11 -2.064 -0.400 1.442  -0.003
N2 -0.769 -0.613 1.254  -0.030
C12 -2.553 0.753 0.649  0.020
C13 -3.884 1.068 0.529  -0.004
C14 -4.230 2.223 -0.158  0.003
C15 -3.232 3.017 -0.675  -0.002
C16 -1.894 2.651 -0.544  0.005
C17 -0.830 3.538 -1.117  0.000
N3 -1.561 1.507 0.097  -0.028
H1 3.414 2.778 2.458  0.000
H2 1.750 2.771 1.841  0.001
H3 3.084 2.461 0.743  0.000
H4 4.357 0.736 3.247  0.000
H5 4.176 -1.747 3.608  0.000
H6 2.340 -3.038 2.620  0.000
H7 -0.115 -2.838 3.656  -0.001
H8 -2.590 -2.595 3.937  0.000
H9 -3.819 -0.941 2.555  0.000
H10 -4.635 0.427 0.967  0.000
H11 -5.270 2.501 -0.274  0.000
H12 -3.468 3.938 -1.189  0.000
H13 -1.264 4.498 -1.389  0.000
H14 -0.380 3.090 -2.003  -0.001
H15 -0.016 3.693 -0.413  0.001
F1 2.628 -3.275 -3.261  0.000
C18 2.319 -2.194 -3.972  -0.001
F2 2.198 -2.561 -5.251  0.000
F3 3.341 -1.341 -3.885  0.000
C19 1.039 -1.557 -3.472  0.004
C20 -0.108 -1.590 -4.245  0.001
C21 -1.282 -1.036 -3.757  0.001
C22 -1.268 -0.440 -2.516  0.008
N4 -0.155 -0.378 -1.777  -0.009
C23 0.970 -0.957 -2.223  -0.007
S1 2.284 -0.856 -1.041  0.001
H16 -0.082 -2.059 -5.218  0.000
H17 -2.197 -1.063 -4.331  0.000
H18 -2.153 0.025 -2.100  0.001
F4 1.309 1.843 -0.807  0.022
O1 0.794 -2.895 -0.112  -0.007
C24 1.370 -1.911 0.202  -0.011